No. 1
A structure of composition C3H7IO2S at a distorted geometry, computed with the ωB97M-V functional and the def2-TZVPD basis.

Results
Molar mass: 234.06 g mol⁻¹
HOMO-LUMO gap: 0.339 hartree
HOMO energy: -10.0 eV
LUMO: -0.79 eV
Net charge: 0
Multiplicity: 1
Total energy: -26253.826 eV

The geometry in XYZ format:
```
14
C3H7IO2S | the Open Molecules 2025 dataset | the ωB97M-V functional and the def2-TZVPD basis
C -0.3283 -0.9195 -2.0626
C 0.5017 0.0387 -1.2788
C 0.0256 0.8359 -0.3351
O -1.4999 1.0367 3.6145
O 0.6572 1.6815 2.6518
S -0.6365 1.0704 2.4669
I 0.5534 -1.7914 2.2036
H 0.0979 -1.9210 -2.0144
H -1.3515 -0.9480 -1.6930
H -0.3436 -0.6246 -3.1123
H 1.5575 0.0474 -1.5244
H 1.1511 -0.9102 1.0314
H 0.6493 1.5413 0.1858
H -1.0340 0.8627 -0.1334
```

---

No. 2
A cluster of 3 separate species, C3H7IO2S in total at a distorted geometry, computed with the ωB97M-V functional and the def2-TZVPD basis.

Results
Molar mass: 234.06 g mol⁻¹
HOMO-LUMO gap: 0.296 hartree
HOMO energy: -9.7 eV
LUMO: -1.63 eV
Net charge: 0
Multiplicity: 1
Total energy: -26253.463 eV

The geometry in XYZ format:
```
14
C3H7IO2S | the Open Molecules 2025 dataset | the ωB97M-V functional and the def2-TZVPD basis
C -1.3123 1.9637 -0.8992
C -0.9100 0.5271 -1.1655
C -0.0758 -0.1944 -0.4125
O -2.9722 -0.7412 1.6028
O -1.4571 -2.6516 1.8417
S -2.4471 -1.9695 1.0420
I -5.3557 0.3955 -0.3483
H -1.8103 2.1194 0.0293
H -0.3790 2.4931 -0.9214
H -1.8628 2.3371 -1.6782
H -1.3477 0.1636 -2.0725
H -4.2270 0.1053 0.8787
H 0.0367 -1.2378 -0.5140
H 0.4551 0.0826 0.4210
```

---

No. 3
A cluster of 3 separate species, C3H7IO2S in total at a distorted geometry, computed with the ωB97M-V functional and the def2-TZVPD basis.

Results
Molar mass: 234.06 g mol⁻¹
HOMO-LUMO gap: 0.337 hartree
HOMO energy: -9.1 eV
LUMO: 0.04 eV
Net charge: 0
Multiplicity: 1
Total energy: -26251.759 eV

The geometry in XYZ format:
```
14
C3H7IO2S | the Open Molecules 2025 dataset | the ωB97M-V functional and the def2-TZVPD basis
C 1.6477 -1.3647 1.0377
C -0.8338 0.2697 0.0463
C -1.1934 0.3063 -1.2401
O -0.4620 -1.6274 2.4577
O -0.0705 1.2406 0.6813
S 0.8629 -1.0030 2.3913
I 1.5986 2.2291 3.1520
H 1.4566 -2.0595 0.0845
H 2.6632 -0.7887 1.0070
H 0.4226 1.9054 4.1538
H -1.2262 -0.3914 0.8145
H -1.8137 -0.4791 -1.7135
H -1.0201 1.1477 -2.0287
H 0.3360 2.0319 0.1848
```

---

No. 4
A cluster of 2 separate species, C3H7IS in total at a distorted geometry, computed with the ωB97M-V functional and the def2-TZVPD basis.

Results
Molar mass: 202.06 g mol⁻¹
HOMO-LUMO gap: 0.334 hartree
HOMO energy: -9.0 eV
LUMO: 0.13 eV
Net charge: 0
Multiplicity: 1
Total energy: -22156.831 eV

The geometry in XYZ format:
```
12
C3H7IS | the Open Molecules 2025 dataset | the ωB97M-V functional and the def2-TZVPD basis
C 0.3779 0.9243 1.4157
C 3.4374 1.3021 -1.6315
C 0.1815 1.4515 -0.0166
S -1.4656 1.5440 -0.1874
I 3.9744 0.1003 0.1126
H 0.8554 1.6019 2.0922
H 1.2596 0.1397 1.2395
H -0.4771 0.6513 1.9711
H 2.2994 1.2303 -1.7222
H 3.8585 2.2962 -1.3369
H 4.1334 0.9630 -2.3612
H -1.4634 1.8463 -1.4094
```

---

No. 5
The ion C3H7N with charge -1 at a distorted geometry, computed with the ωB97M-V functional and the def2-TZVPD basis.

Results
Molar mass: 57.10 g mol⁻¹
HOMO-LUMO gap (spin up / spin down): 0.220 / 0.225 hartree
HOMO energy (spin up / spin down): -1.1 / -1.3 eV
<S²>: 0.75
LUMO (spin up / spin down): 4.89 / 4.88 eV
Net charge: -1
Multiplicity: 2
Total energy: -4711.181 eV

The geometry in XYZ format:
```
11
C3H7N | the Open Molecules 2025 dataset | the ωB97M-V functional and the def2-TZVPD basis
C -1.6909 0.4999 -0.3676
C -0.3563 0.2093 0.3937
C 1.6089 -0.6712 0.4059
N 0.7377 -0.0828 -0.5299
H -2.5649 0.3150 0.2757
H -1.7122 -0.2882 -1.1367
H -1.7642 1.4515 -0.8771
H -0.2653 1.0485 1.1329
H -0.6396 -0.6129 1.0869
H 1.6347 -1.7645 0.4928
H 2.3127 -0.0977 1.0249
```

---

No. 6
An isolated molecule of C3H7N at a distorted geometry, computed with the ωB97M-V functional and the def2-TZVPD basis.

Results
Molar mass: 57.10 g mol⁻¹
HOMO-LUMO gap: 0.388 hartree
HOMO energy: -9.4 eV
LUMO: 1.15 eV
Net charge: 0
Multiplicity: 1
Total energy: -4713.653 eV
SMILES: C=CCN

The geometry in XYZ format:
```
11
C3H7N | the Open Molecules 2025 dataset | the ωB97M-V functional and the def2-TZVPD basis
N 1.5315 0.4407 0.2334
C 0.1606 0.8361 0.5840
C -0.7758 -1.1363 -0.7196
C -0.9058 0.0363 -0.1246
H 1.5675 0.4079 -0.7788
H 1.7400 -0.4752 0.5934
H 0.0694 1.9211 0.4179
H -0.0508 0.7900 1.6639
H -1.6114 -1.6807 -1.1360
H 0.1581 -1.6721 -0.6426
H -1.8832 0.5322 -0.0910
```

---

No. 7
A structure of composition C3H7N at a distorted geometry, computed with the ωB97M-V functional and the def2-TZVPD basis.

Results
Molar mass: 57.10 g mol⁻¹
HOMO-LUMO gap: 0.283 hartree
HOMO energy: -7.4 eV
LUMO: 0.26 eV
Net charge: 0
Multiplicity: 1
Total energy: -4709.951 eV

The geometry in XYZ format:
```
11
C3H7N | the Open Molecules 2025 dataset | the ωB97M-V functional and the def2-TZVPD basis
C 1.5753 0.2391 0.0836
C 0.2876 -0.6098 0.0154
C -1.2744 0.4631 0.3276
N -0.7856 -0.3919 -0.7898
H 2.4644 -0.3711 0.3484
H 1.6815 1.0843 0.9111
H 1.9436 0.6014 -0.8895
H -2.2954 0.2035 0.5272
H 0.3861 -1.4635 0.7471
H -0.9182 0.6273 1.4217
H -1.2938 1.5064 -0.0970
```

---

No. 8
An isolated molecule of C3H7N, computed with the ωB97M-V functional and the def2-TZVPD basis.

Results
Molar mass: 57.10 g mol⁻¹
HOMO-LUMO gap: 0.345 hartree
HOMO energy: -8.1 eV
LUMO: 1.26 eV
Net charge: 0
Multiplicity: 1
Total energy: -4713.800 eV
SMILES: C/C=C/N

The geometry in XYZ format:
```
11
C3H7N | the Open Molecules 2025 dataset | the ωB97M-V functional and the def2-TZVPD basis
C -0.2451 1.6220 0.5413
C -0.0105 0.1345 0.5033
C -0.0592 -0.6249 -0.5858
N 0.2816 -1.9901 -0.5401
H -0.1619 1.9935 1.5657
H 0.4930 2.1736 -0.0438
H -1.2147 1.9633 0.1872
H 0.1020 -0.3332 1.4739
H -0.4313 -0.2165 -1.5248
H 0.0152 -2.5649 -1.3236
H 1.2309 -2.1573 -0.2532
```

---

No. 9
An isolated molecule of C3H7N at a distorted geometry, computed with the ωB97M-V functional and the def2-TZVPD basis.

Results
Molar mass: 57.10 g mol⁻¹
HOMO-LUMO gap: 0.344 hartree
HOMO energy: -8.1 eV
LUMO: 1.26 eV
Net charge: 0
Multiplicity: 1
Total energy: -4713.561 eV
SMILES: C/C=C/N

The geometry in XYZ format:
```
11
C3H7N | the Open Molecules 2025 dataset | the ωB97M-V functional and the def2-TZVPD basis
C -0.6324 0.9739 -1.2298
C -0.1655 0.4131 0.0461
C 0.5167 -0.7063 0.3072
N 0.8587 -1.1444 1.6182
H 0.0980 1.5597 -1.8159
H -0.9448 0.2150 -1.9475
H -1.3837 1.7579 -1.1062
H -0.3428 0.9949 0.9624
H 0.9737 -1.1151 -0.5946
H 0.9090 -2.1442 1.5536
H 0.1132 -0.8045 2.2065
```

---

No. 10
The ion C3H7N2 with charge +1 at a distorted geometry, computed with the ωB97M-V functional and the def2-TZVPD basis.

Results
Molar mass: 71.10 g mol⁻¹
HOMO-LUMO gap: 0.429 hartree
HOMO energy: -15.0 eV
LUMO: -3.28 eV
Net charge: +1
Multiplicity: 1
Total energy: -6195.698 eV
SMILES: CN1CC1=[NH2+]

The geometry in XYZ format:
```
12
C3H7N2 | the Open Molecules 2025 dataset | the ωB97M-V functional and the def2-TZVPD basis
C -0.3274 -0.7579 -0.3042
C 0.4596 -0.8157 0.9953
C 0.3942 1.7361 0.0535
N 0.1582 0.3634 0.1636
N -1.0153 -1.4325 -1.1642
H -0.0923 -0.8172 1.8906
H 1.5174 -1.1969 1.0940
H -0.0454 2.4143 -0.7848
H -0.0571 2.0346 1.0700
H 1.5263 1.8784 0.0921
H -1.0611 -2.4694 -1.1877
H -1.4571 -0.9372 -1.9182
```

---

No. 11
The ion C3H7N2 with charge +1 at a distorted geometry, computed with the ωB97M-V functional and the def2-TZVPD basis.

Results
Molar mass: 71.10 g mol⁻¹
HOMO-LUMO gap: 0.400 hartree
HOMO energy: -14.3 eV
LUMO: -3.42 eV
Net charge: +1
Multiplicity: 1
Total energy: -6194.611 eV
SMILES: NC1([NH3+])C=C1

The geometry in XYZ format:
```
12
C3H7N2 | the Open Molecules 2025 dataset | the ωB97M-V functional and the def2-TZVPD basis
C 0.0001 1.5129 0.7076
C -1.1183 0.8764 1.0086
C -0.3050 0.3091 -0.0163
N -0.5310 0.4116 -1.3094
N 0.6844 -1.0282 0.2557
H 0.6479 2.2770 1.0782
H -2.0567 1.1208 1.4696
H 0.0444 0.9523 -1.9947
H -1.4240 0.3222 -1.6331
H 1.1901 -1.0585 1.0823
H 1.2059 -0.9961 -0.5435
H 0.0140 -1.9275 0.2520
```

---

No. 12
The ion C3H7N2 with charge +1 at a distorted geometry, computed with the ωB97M-V functional and the def2-TZVPD basis.

Results
Molar mass: 71.10 g mol⁻¹
HOMO-LUMO gap (spin up / spin down): 0.314 / 0.314 hartree
HOMO energy (spin up / spin down): -14.2 / -14.2 eV
LUMO (spin up / spin down): -5.71 / -5.71 eV
Net charge: +1
Multiplicity: 1
Total energy: -6195.197 eV
SMILES: N/C=C/C=[NH2+]

The geometry in XYZ format:
```
12
C3H7N2 | the Open Molecules 2025 dataset | the ωB97M-V functional and the def2-TZVPD basis
C -0.1278 -0.7992 -0.0285
C 1.2027 -0.8166 0.1565
C -1.0370 0.2683 0.0767
N -2.3585 0.3341 0.0687
N 2.1797 0.6430 0.1590
H -0.4709 -1.7369 -0.1695
H 1.6412 -1.8106 0.2566
H -0.4392 1.1381 0.0904
H -2.8252 -0.5646 0.0449
H -2.9332 1.1414 0.2347
H 1.7656 1.2597 -0.5056
H 3.0599 0.2327 0.2060
```

---

What did the fourth record say?
A cluster of 2 separate species, C3H7IS in total at a distorted geometry, computed with the ωB97M-V functional and the def2-TZVPD basis.

Results
Molar mass: 202.06 g mol⁻¹
HOMO-LUMO gap: 0.334 hartree
HOMO energy: -9.0 eV
LUMO: 0.13 eV
Net charge: 0
Multiplicity: 1
Total energy: -22156.831 eV

The geometry in XYZ format:
```
12
C3H7IS | the Open Molecules 2025 dataset | the ωB97M-V functional and the def2-TZVPD basis
C 0.3779 0.9243 1.4157
C 3.4374 1.3021 -1.6315
C 0.1815 1.4515 -0.0166
S -1.4656 1.5440 -0.1874
I 3.9744 0.1003 0.1126
H 0.8554 1.6019 2.0922
H 1.2596 0.1397 1.2395
H -0.4771 0.6513 1.9711
H 2.2994 1.2303 -1.7222
H 3.8585 2.2962 -1.3369
H 4.1334 0.9630 -2.3612
H -1.4634 1.8463 -1.4094
```